Entry from the OMol25 dataset: a cluster of 4 separate species, H8O4 in total in a non-equilibrium geometry (the ωB97M-V functional and the def2-TZVPD basis).

Results
- Gap between HOMO and LUMO (spin up / spin down): 12.0 / 3.6 eV
- Lowest unoccupied orbital energy (spin up / spin down): -3.9 / -11.9 eV
- Relative energy (zero: lowest compared OMol25 entry of this formula, charge and spin): 32.1 kcal per mole
- ⟨S²⟩: 0.756
- 2S+1: 2
- Total charge: +1

Last column: Löwdin spin population.
Positions of all 12 atoms, in Å:
O 0.255802 -0.437648 -0.115253  0.23
H 1.080062 -0.641158 0.326787  0.00
H 0.478982 0.262272 -0.728873  0.00
O 1.839842 2.554172 -0.535363  0.05
H 1.256822 2.910082 0.135207  0.00
H 1.410312 2.766412 -1.364033  0.00
O 0.444652 -2.499408 1.565197  0.26
H -0.406208 -2.918648 1.436757  0.00
H 0.234462 -1.626708 1.897537  0.00
O -2.178898 -0.162478 -1.260773  0.45
H -1.558618 -0.485968 -0.607443  0.00
H -2.857208 0.279082 -0.749743  0.01

Atoms 1-2, force components in eV/Å:
-0.9 -0.1 0.3
0.6 -0.1 0.4

=====

Entry from the OMol25 dataset: a cluster of 2 separate species, C5H10N in total in a non-equilibrium geometry (the ωB97M-V functional and the def2-TZVPD basis).

Results
- Gap between HOMO and LUMO (spin up / spin down): 8.1 / 9.0 eV
- Lowest unoccupied orbital energy (spin up / spin down): -5.9 / -5.3 eV
- Relative energy (zero: lowest compared OMol25 entry of this formula, charge and spin): 163.8 kcal per mole
- Total charge: +1

Last column: Mulliken charge in e.
Positions of all 16 atoms, in Å:
C 0.840226 1.306560 0.196423  -0.54
C -0.917159 0.788790 -1.011754  -0.34
C 0.410314 0.250619 -0.686717  0.03
C 1.189790 -2.164005 -1.310441  -0.45
C -0.978050 0.223816 1.622272  -0.57
N -0.509600 0.714435 0.400617  0.04
H 1.413131 0.922256 1.031779  0.27
H 0.778277 2.359901 0.041883  0.27
H -0.976879 1.748603 -1.387195  0.27
H -1.750767 0.096883 -1.154752  0.26
H 2.109429 -2.403093 -0.777337  0.29
H 1.412982 -1.645488 -2.265758  0.34
H 0.368912 -2.458813 -0.579390  0.31
H -1.662611 0.825509 2.274221  0.32
H -1.586769 -0.749177 1.340569  0.26
H -0.141226 0.183203 2.265578  0.24

Atoms 1-2, force components in eV/Å:
-0.2 -0.2 1.9
-1.1 -2.1 1.1

=====

Entry from the OMol25 dataset: a cluster of 5 separate species, C50H46O15 in total in a non-equilibrium geometry (the ωB97M-V functional and the def2-TZVPD basis).

Results
- Gap between HOMO and LUMO: 7.8 eV
- Lowest unoccupied orbital energy: -1.7 eV
- Total charge: 0

Last column: Mulliken charge in e.
Positions of all 111 atoms, in Å:
C 4.380003 1.202954 0.992847  -0.72
O 4.878275 2.323683 0.305008  -0.39
C 4.528769 2.381830 -1.072187  -0.48
C 3.638034 3.570509 -1.390679  -1.03
C 2.319799 3.474534 -0.616590  1.33
C 1.573220 4.802491 -0.496524  -1.17
C 0.356175 4.641174 0.387772  0.25
C 0.277950 5.162970 1.692393  0.30
C 1.397970 5.919446 2.356659  -0.94
O 2.079198 5.238360 3.414467  -0.37
C 1.993152 3.831930 3.442783  -0.21
C -0.887862 4.970076 2.449419  -0.71
C -1.967581 4.258911 1.965075  -1.23
C -1.879942 3.721341 0.687691  0.75
C -0.746719 3.921142 -0.112067  0.39
C -0.796386 3.316296 -1.473356  0.01
O -0.377499 3.847729 -2.465794  -0.55
C -1.444968 1.975187 -1.518774  1.00
C -0.934332 0.987889 -2.346174  -0.97
C -1.515426 -0.267662 -2.325393  -0.94
C -2.615292 -0.521384 -1.498355  0.23
C -3.162154 -1.929359 -1.508537  -1.23
O -3.114082 -2.556681 -0.207533  -0.16
C -1.899555 -2.511728 0.385774  0.83
C -1.945283 -2.259041 1.860183  -0.96
O -0.878503 -2.684683 -0.209486  -0.56
C -3.172673 0.485608 -0.688225  0.95
C -4.381324 0.176795 0.186962  -0.45
O -5.569226 0.879668 -0.121034  -0.37
C -5.827331 1.013898 -1.503817  -0.67
C -2.566053 1.753933 -0.703603  0.14
C -3.005119 2.915017 0.131432  -0.09
O -4.149186 3.211854 0.333269  -0.54
H 5.087136 0.368434 0.957755  0.24
H 3.423748 0.852969 0.600503  0.32
H 4.230402 1.450418 2.041708  0.27
H 4.055998 1.454601 -1.395060  0.40
H 5.454560 2.477216 -1.641215  0.37
H 3.386258 3.459199 -2.445847  0.30
H 4.150496 4.511215 -1.212253  0.43
H 2.529242 3.119143 0.391351  -0.65
H 1.712582 2.706367 -1.095023  -0.17
H 1.268586 5.166245 -1.470707  0.42
H 2.256020 5.541156 -0.095175  0.45
H 2.136203 6.288923 1.653654  0.26
H 0.950531 6.800652 2.817027  0.42
H 2.268761 3.369292 2.496357  -0.09
H 2.720104 3.499370 4.180385  0.34
H 1.020265 3.474616 3.778788  0.25
H -0.923589 5.393179 3.445290  0.53
H -2.867869 4.081955 2.532519  0.55
H -0.082535 1.212553 -2.970004  0.54
H -1.109071 -1.055035 -2.939995  0.42
H -2.569059 -2.534468 -2.187611  0.50
H -4.197104 -1.958324 -1.833663  0.30
H -1.562344 -3.133076 2.377391  0.34
H -1.338178 -1.390089 2.089119  0.35
H -2.963311 -2.081586 2.200260  0.18
H -4.114216 0.413734 1.216358  0.38
H -4.607849 -0.883789 0.170868  0.14
H -6.896660 1.173130 -1.608427  0.29
H -5.544442 0.125620 -2.070331  0.25
H -5.328614 1.904413 -1.888792  0.24
C -5.681222 -3.794635 1.435247  -0.10
C -6.532861 -4.688091 0.939593  -0.47
C -7.992412 -4.579051 1.195484  0.27
O -8.771851 -5.390569 0.742771  -0.57
C -8.460612 -3.437917 2.021341  -0.46
C -7.607616 -2.546305 2.518171  -0.64
C -6.152388 -2.656454 2.263374  0.75
O -5.368581 -1.844494 2.711968  -0.57
H -4.615263 -3.847341 1.261699  0.30
H -6.211558 -5.524403 0.331594  0.44
H -9.526101 -3.372078 2.193972  0.55
H -7.932068 -1.708216 3.120696  0.47
C 8.042228 -3.058445 -1.307559  -0.34
C 7.341836 -2.276517 -2.127988  -0.41
C 7.124009 -0.840341 -1.835744  0.40
O 6.483914 -0.127874 -2.580159  -0.55
C 7.713776 -0.296498 -0.586200  -0.35
C 8.411770 -1.071509 0.238488  -0.35
C 8.632430 -2.510924 -0.056187  0.40
O 9.272286 -3.205340 0.706165  -0.56
H 8.209262 -4.106759 -1.511948  0.48
H 6.900395 -2.648883 -3.043794  0.43
H 7.538902 0.755037 -0.390581  0.44
H 8.849243 -0.697431 1.155636  0.43
C 12.000459 -5.363817 -3.000096  -0.36
C 13.329083 -5.396750 -2.952345  -0.38
C 14.060009 -5.150784 -1.682480  0.33
O 15.270592 -5.179219 -1.640667  -0.54
C 13.250300 -4.869447 -0.470890  -0.39
C 11.920578 -4.836636 -0.517274  -0.24
C 11.194600 -5.082084 -1.786631  0.37
O 9.981072 -5.054353 -1.832613  -0.51
H 11.446745 -5.539226 -3.913799  0.42
H 13.937673 -5.601236 -3.823925  0.40
H 13.803007 -4.694124 0.443164  0.41
H 11.308486 -4.631658 0.351139  0.47
C -10.664313 0.989756 1.030127  -0.41
C -11.282078 1.538864 -0.012104  -0.38
C -12.192093 0.743507 -0.874932  0.32
O -12.753620 1.241543 -1.825544  -0.54
C -12.386576 -0.688093 -0.529065  -0.40
C -11.768630 -1.236642 0.513095  -0.30
C -10.860569 -0.439701 1.374357  0.59
O -10.295919 -0.939190 2.325469  -0.55
H -9.995158 1.549555 1.671147  0.44
H -11.153942 2.579348 -0.281599  0.42
H -13.053600 -1.249275 -1.170860  0.41
H -11.895725 -2.278023 0.781447  0.40

Atoms 1-2, force components in eV/Å:
0.1 -0.3 0.2
-0.2 0.1 0.0

=====

Entry from the OMol25 dataset: a structure of composition C11H34BaF3O9 in a non-equilibrium geometry (the ωB97M-V functional and the def2-TZVPD basis).

Results
- Gap between HOMO and LUMO: 2.8 eV
- Lowest unoccupied orbital energy: -5.3 eV
- Relative energy (zero: lowest compared OMol25 entry of this formula, charge and spin): 187.6 kcal per mole
- Total charge: +1

Last column: Mulliken charge in e.
Positions of all 58 atoms, in Å:
Ba 0.975827 1.069878 -0.076981  1.82
C -1.881843 -4.864812 0.043639  -0.20
O -3.177463 -4.308762 -0.364391  -0.15
O -1.027163 -3.807562 -0.194691  -0.84
C -1.967283 -5.484862 1.506199  0.81
F -2.520703 -6.712772 1.527619  -0.27
F -0.795893 -5.576922 2.142289  -0.27
F -2.745913 -4.706282 2.228499  -0.26
C -4.169743 -5.304102 -0.713031  -0.03
C -5.332823 -4.512002 -1.178721  -1.34
H -6.106833 -5.128352 -1.636011  0.40
H -5.827463 -3.936242 -0.396461  0.29
H -5.062703 -3.746512 -1.906161  0.30
H -4.469203 -5.905442 0.145349  0.24
H -3.801133 -5.927212 -1.527871  0.27
H -1.679413 -5.651692 -0.682951  0.22
C -1.949963 5.633898 1.276109  -0.49
O -1.328593 5.105988 0.116049  -0.51
H -1.896633 6.714508 1.408559  0.27
H -2.999343 5.391408 1.108499  0.25
H -1.567553 5.158818 2.179519  0.19
H -1.335513 5.687518 -0.647741  0.30
C 5.013397 -1.750332 -2.855291  -0.53
O 4.850357 -0.495472 -2.206751  -0.51
H 4.118957 -2.016282 -3.418641  0.22
H 5.816817 -1.833172 -3.587241  0.26
H 5.158607 -2.512872 -2.090091  0.26
H 5.582707 -0.282152 -1.623861  0.30
C 4.264227 5.838248 -0.948451  -0.58
O 4.060517 4.462468 -0.636711  -0.48
H 4.811507 6.408098 -0.197551  0.27
H 4.898607 5.904348 -1.832351  0.26
H 3.369197 6.443168 -1.093641  0.23
H 4.923287 4.085598 -0.449151  0.30
C -0.772943 0.044498 4.777879  -0.51
O -0.148563 1.244448 4.245409  -0.52
H -1.435563 -0.450722 4.068089  0.24
H 0.047647 -0.631962 5.016919  0.25
H -1.309943 0.283328 5.695859  0.25
H 0.283597 1.704758 4.968559  0.30
C 4.929297 -1.043482 3.676239  -0.56
O 4.628057 0.047238 2.827599  -0.50
H 5.458667 -1.788582 3.082359  0.28
H 5.396867 -0.647482 4.577719  0.26
H 4.024777 -1.601172 3.918959  0.21
H 5.479967 0.353228 2.507899  0.31
C -4.731993 0.810848 -0.007931  -0.54
O -3.505853 0.330408 -0.584731  -0.49
H -5.272343 1.476058 -0.681441  0.22
H -5.323633 -0.080772 0.199639  0.30
H -4.421663 1.399598 0.855299  0.19
H -3.665123 -0.614072 -0.649501  0.33
C 1.011367 2.770858 -5.403501  -0.51
O 0.086407 2.022208 -4.626791  -0.51
H 1.066677 2.402918 -6.428031  0.26
H 0.742577 3.826968 -5.425151  0.26
H 2.022317 2.648458 -5.014771  0.19
H -0.791443 2.052278 -5.014171  0.31

Atoms 1-2, force components in eV/Å:
-0.4 -0.4 0.0
0.9 3.1 -1.7